w.
# C3H4FN

2 unconnected molecules or ions with the total composition C3H4FN (ωB97M-V with the def2-TZVPD basis set, the OMol25 dataset).

Structure (ORCA input):
```
! wB97M-V def2-TZVPD RIJCOSX def2/J DEFGRID3
* xyz 0 1
F 2.884 0.738 0.825
N -2.023 -0.378 0.366
C 0.661 0.446 0.232
C 1.909 0.346 0.002
C -2.676 -1.026 -0.359
H -3.406 -0.837 -1.057
H 0.468 0.497 1.426
H -0.183 0.002 -0.430
H 2.366 0.212 -1.004
*
```

Computed properties:
HOMO in eV: -10.0
LUMO energy in eV: 0.346
Gap between HOMO and LUMO in eV: 10.31

***

x.
# C3H4FN

A single C3H4FN molecule (ωB97M-V with the def2-TZVPD basis set, the OMol25 dataset).

Structure (ORCA input):
```
! wB97M-V def2-TZVPD RIJCOSX def2/J DEFGRID3
* xyz 0 1
F 2.001 -2.571 0.122
N 0.448 0.889 -0.072
C 1.391 0.016 0.284
C 1.020 -1.568 0.157
C -0.811 0.589 -0.028
H -1.471 1.275 -0.647
H 2.401 0.385 0.512
H 0.132 -1.884 -0.406
H -1.189 -0.322 0.216
*
```

Computed properties:
HOMO (alpha / beta) in eV: -8.6 / -8.8
LUMO energy (alpha / beta) in eV: -0.364 / -0.555
Gap between HOMO and LUMO (alpha / beta) in eV: 8.19 / 8.29

***

What is the stability order? It is w, x, from most stable to least stable.

***

w.
# C2H3NP2

A single C2H3NP2 molecule (ωB97M-V with the def2-TZVPD basis set, the OMol25 dataset).

Structure (ORCA input):
```
! wB97M-V def2-TZVPD RIJCOSX def2/J DEFGRID3
* xyz 0 3
P 1.877 0.451 -1.223
P 0.132 -0.426 -0.590
N -0.155 -3.329 -0.653
C -0.984 0.382 0.375
C -0.163 -2.183 -0.607
H -0.943 1.458 0.364
H -1.943 -0.082 0.530
H 2.539 -0.768 -1.354
*
```

Computed properties:
HOMO (alpha / beta) in eV: -6.8 / -10.2
LUMO energy (alpha / beta) in eV: 0.249 / -2.425
⟨S²⟩: 2.01
Gap between HOMO and LUMO (alpha / beta) in eV: 7.01 / 7.78

***

x.
# C2H3NP2

A single C2H3NP2 molecule (ωB97M-V with the def2-TZVPD basis set, the OMol25 dataset).

Structure (ORCA input):
```
! wB97M-V def2-TZVPD RIJCOSX def2/J DEFGRID3
* xyz 0 3
P -0.755 -0.271 0.217
P 2.044 -0.381 1.235
N 1.383 1.169 1.116
C 0.718 -1.221 0.375
C 0.178 1.194 0.681
H 0.902 -2.259 0.437
H -0.092 2.254 0.675
H -1.028 0.198 -1.058
*
```

Computed properties:
HOMO (alpha / beta) in eV: -6.7 / -9.7
LUMO energy (alpha / beta) in eV: 0.908 / -2.608
⟨S²⟩: 2.02
Gap between HOMO and LUMO (alpha / beta) in eV: 7.62 / 7.04

***

What is the stability order? It is x, w, from most stable to least stable.

***

w.
# C2H9N3O

A molecular structure, C2H9N3O (ωB97M-V with the def2-TZVPD basis set, the OMol25 dataset).

Structure (ORCA input):
```
! wB97M-V def2-TZVPD RIJCOSX def2/J DEFGRID3
* xyz 0 1
O -1.092 1.232 -1.131
N -0.020 -0.900 -1.085
N 2.381 0.461 0.952
N 1.492 -0.115 0.137
C -1.921 -0.406 0.411
C -0.803 0.060 -0.471
H 2.716 1.413 1.041
H -0.283 1.557 -1.551
H 0.753 -1.283 -0.235
H 2.800 -0.124 1.673
H -2.271 0.401 1.051
H 0.272 -0.622 -2.016
H 0.318 0.330 0.434
H -1.592 -1.256 1.005
H -2.751 -0.747 -0.214
*
```

Computed properties:
HOMO (alpha / beta) in eV: -7.6 / -7.6
LUMO energy (alpha / beta) in eV: 0.653 / 0.654
Gap between HOMO and LUMO (alpha / beta) in eV: 8.29 / 8.29

***

x.
# C2H9N3O

2 unconnected molecules or ions with the total composition C2H9N3O (ωB97M-V with the def2-TZVPD basis set, the OMol25 dataset).

Structure (ORCA input):
```
! wB97M-V def2-TZVPD RIJCOSX def2/J DEFGRID3
* xyz 0 1
O 1.149 2.902 -1.762
N -1.031 -0.942 0.145
N 0.517 -1.998 1.492
N 1.100 0.016 0.474
C 0.280 -0.933 0.642
C -1.518 0.357 -0.301
H 1.472 -2.176 1.739
H 1.789 0.231 1.180
H -0.220 -2.585 1.825
H 1.486 2.536 -2.586
H 1.177 2.151 -1.158
H -1.490 1.034 0.544
H -1.153 -1.679 -0.528
H -1.000 0.850 -1.121
H -2.559 0.235 -0.586
*
```

Computed properties:
HOMO in eV: -9.4
LUMO energy in eV: 0.851
Gap between HOMO and LUMO in eV: 10.21

***

y.
# C2H9N3O

2 unconnected molecules or ions with the total composition C2H9N3O (ωB97M-V with the def2-TZVPD basis set, the OMol25 dataset).

Structure (ORCA input):
```
! wB97M-V def2-TZVPD RIJCOSX def2/J DEFGRID3
* xyz 0 1
O 0.423 -2.614 0.727
N -0.364 1.864 -1.114
N -0.400 0.148 0.397
N 0.682 -0.207 -1.680
C -0.746 1.026 1.546
C 0.039 0.680 -0.824
H 0.150 -0.595 0.811
H 0.187 1.694 1.613
H -0.628 2.128 -2.049
H -0.606 0.424 2.446
H -1.616 1.627 1.381
H 1.132 -1.166 -1.432
H 1.170 0.200 -2.422
H 0.529 -3.407 0.162
H 0.050 -1.802 0.438
*
```

Computed properties:
HOMO in eV: -8.8
LUMO energy in eV: 0.698
Gap between HOMO and LUMO in eV: 9.55

***

z.
# C2H9N3O

2 unconnected molecules or ions with the total composition C2H9N3O (ωB97M-V with the def2-TZVPD basis set, the OMol25 dataset).

Structure (ORCA input):
```
! wB97M-V def2-TZVPD RIJCOSX def2/J DEFGRID3
* xyz 0 1
O 0.256 1.906 0.476
N -1.754 -0.793 -0.683
N -0.826 -0.210 0.178
N 0.941 -0.132 -0.708
C 1.877 -0.694 0.239
C -0.958 1.467 0.309
H -1.470 1.732 -0.636
H -1.637 1.650 1.165
H -1.291 -0.923 -1.584
H -2.060 -1.696 -0.336
H 2.080 -0.031 1.086
H 2.834 -0.858 -0.279
H 1.292 0.787 -0.973
H 1.520 -1.659 0.609
H -0.804 -0.544 1.137
*
```

Computed properties:
HOMO (alpha / beta) in eV: -7.9 / -7.9
LUMO energy (alpha / beta) in eV: -0.428 / -0.420
Gap between HOMO and LUMO (alpha / beta) in eV: 7.47 / 7.47

***

What is the stability order? It is x, y, z, w, from most stable to least stable.

***

w.
# CH6NO4

3 unconnected molecules or ions with the total composition CH6NO4 (ωB97M-V with the def2-TZVPD basis set, the OMol25 dataset).

Structure (ORCA input):
```
! wB97M-V def2-TZVPD RIJCOSX def2/J DEFGRID3
* xyz -1 1
O 1.035 -1.369 0.083
O -0.191 0.535 0.141
O 1.165 -0.767 2.745
O -2.898 0.992 0.055
N 1.288 0.068 -1.772
C 0.579 -0.303 -0.472
H 0.899 0.689 -2.329
H 1.693 -0.756 -2.230
H 1.159 -0.881 1.752
H -2.072 0.693 -0.323
H -2.888 1.862 -0.431
H 0.230 -0.763 2.781
*
```

Computed properties:
HOMO in eV: -5.0
LUMO energy in eV: 4.016
Gap between HOMO and LUMO in eV: 8.97

***

x.
# CH6NO4

3 unconnected molecules or ions with the total composition CH6NO4 (ωB97M-V with the def2-TZVPD basis set, the OMol25 dataset).

Structure (ORCA input):
```
! wB97M-V def2-TZVPD RIJCOSX def2/J DEFGRID3
* xyz -1 1
O 2.126 -2.040 -0.685
O -0.187 1.360 0.605
O -0.236 -0.518 -0.618
O 0.238 -0.148 2.673
N -1.429 1.331 -1.274
C -0.563 0.655 -0.377
H -2.019 2.044 -0.874
H 1.159 -1.965 -0.789
H -2.053 0.725 -1.792
H 2.333 -1.130 -0.936
H 0.604 -0.846 2.121
H 0.028 0.533 1.946
*
```

Computed properties:
HOMO in eV: -5.0
LUMO energy in eV: 4.125
Gap between HOMO and LUMO in eV: 9.16

***

y.
# CH6NO4

3 unconnected molecules or ions with the total composition CH6NO4 (ωB97M-V with the def2-TZVPD basis set, the OMol25 dataset).

Structure (ORCA input):
```
! wB97M-V def2-TZVPD RIJCOSX def2/J DEFGRID3
* xyz -1 1
O -0.398 -0.746 -0.071
O -0.819 1.445 -0.193
O 1.317 2.551 -1.562
O 0.843 -3.038 -0.283
N -0.983 0.359 1.792
C -0.707 0.370 0.420
H -0.835 -0.446 2.364
H -1.465 1.160 2.185
H 0.168 -2.376 -0.101
H 1.551 1.935 -2.255
H 0.749 -3.308 -1.217
H 0.577 2.091 -1.080
*
```

Computed properties:
HOMO in eV: -4.7
LUMO energy in eV: 4.099
Gap between HOMO and LUMO in eV: 8.84

***

What is the stability order? It is x, y, w, from most stable to least stable.

***

w.
# C3H10NO

2 unconnected molecules or ions with the total composition C3H10NO (ωB97M-V with the def2-TZVPD basis set, the OMol25 dataset).

Structure (ORCA input):
```
! wB97M-V def2-TZVPD RIJCOSX def2/J DEFGRID3
* xyz 1 1
O -0.844 -1.115 -1.114
N 0.129 0.118 0.968
C 1.402 0.150 1.107
C -0.066 -0.575 -2.222
C -0.804 1.024 1.685
H -0.402 -1.029 -3.154
H -0.226 0.499 -2.141
H -0.808 -2.083 -1.176
H -0.224 1.637 2.402
H 1.025 -0.747 -2.116
H 1.713 0.462 2.129
H -1.394 0.432 2.392
H -0.100 -0.178 -0.043
H 2.049 -0.136 0.289
H -1.452 1.539 0.994
*
```

Computed properties:
HOMO in eV: -15.3
LUMO energy in eV: -4.978
Gap between HOMO and LUMO in eV: 10.35

***

x.
# C3H10NO

2 unconnected molecules or ions with the total composition C3H10NO (ωB97M-V with the def2-TZVPD basis set, the OMol25 dataset).

Structure (ORCA input):
```
! wB97M-V def2-TZVPD RIJCOSX def2/J DEFGRID3
* xyz 1 1
O 0.645 -0.538 -1.231
N -1.907 -0.208 -0.200
C 1.749 0.161 -0.631
C -2.379 -0.860 0.778
C 1.311 1.073 0.506
H -2.478 -0.378 1.739
H 2.232 0.732 -1.421
H 2.121 1.170 1.222
H -2.644 -1.901 0.671
H 0.812 -1.480 -1.137
H 0.956 2.058 0.189
H -1.602 0.766 -0.177
H -1.830 -0.652 -1.115
H 2.511 -0.516 -0.256
H 0.503 0.573 1.064
*
```

Computed properties:
HOMO in eV: -14.3
LUMO energy in eV: -5.453
Gap between HOMO and LUMO in eV: 8.87

***

What is the stability order? It is x, w, from most stable to least stable.

***

w.
# C3H10NO

2 unconnected molecules or ions with the total composition C3H10NO (ωB97M-V with the def2-TZVPD basis set, the OMol25 dataset).

Structure (ORCA input):
```
! wB97M-V def2-TZVPD RIJCOSX def2/J DEFGRID3
* xyz 1 1
O -0.586 1.269 -0.780
N 0.134 -0.835 0.742
C -0.229 1.631 -2.134
C 0.014 -2.030 0.336
C 0.722 -0.456 2.021
H -0.428 -2.161 -0.643
H -1.457 1.637 -0.591
H 0.653 1.059 -2.407
H 0.914 -1.359 2.600
H -1.035 1.405 -2.820
H 0.015 2.693 -2.213
H -0.172 -0.081 0.069
H -0.009 0.121 2.582
H 0.321 -2.861 0.952
H 1.618 0.123 1.840
*
```

Computed properties:
HOMO in eV: -15.2
LUMO energy in eV: -4.556
Gap between HOMO and LUMO in eV: 10.61

***

x.
# C3H10NO

2 unconnected molecules or ions with the total composition C3H10NO (ωB97M-V with the def2-TZVPD basis set, the OMol25 dataset).

Structure (ORCA input):
```
! wB97M-V def2-TZVPD RIJCOSX def2/J DEFGRID3
* xyz 1 1
O 1.372 -1.885 1.752
N 0.422 0.194 0.143
C 1.097 1.262 0.036
C -1.013 -0.047 -0.180
C -1.384 0.585 -1.529
H 2.173 1.217 -0.051
H -1.619 0.378 0.624
H -1.113 -1.118 -0.072
H 2.177 -1.789 2.281
H 0.532 2.167 -0.157
H 0.956 -0.653 0.305
H -2.443 0.418 -1.692
H -0.816 0.117 -2.327
H 0.817 -2.480 2.268
H -1.159 1.635 -1.398
*
```

Computed properties:
HOMO in eV: -16.1
LUMO energy in eV: -4.825
Gap between HOMO and LUMO in eV: 11.29

***

What is the stability order? It is x, w, from most stable to least stable.